Record 1
Entry from the Open Molecules 2025 dataset: 2 unconnected molecules or ions with the total composition C18H35N3O4S (ωB97M-V with the def2-TZVPD basis set).

Its HOMO energy is -6.81 eV. Its maximum force is 1.68 eV/A. As for the HOMO-LUMO gap: 0.17567 Ha.

```
! wB97M-V def2-TZVPD RIJCOSX def2/J DEFGRID3
* xyz 0 1
C 4.54 -0.80 1.02
C 5.05 0.19 -0.04
C 3.90 0.92 -0.74
C 3.00 -0.06 -1.54
C 1.50 0.01 -1.13
C 0.87 -1.38 -1.41
N -0.44 -1.58 -0.73
C -1.32 -0.41 -1.18
C -2.83 -0.61 -0.94
C -3.37 0.80 -0.72
C -3.36 1.22 0.76
C -4.46 0.52 1.57
N -4.43 0.83 3.01
C -0.40 -1.54 0.77
C 0.94 -1.98 1.40
C 0.73 -2.04 2.92
C 0.71 -0.62 3.47
O 0.98 0.35 2.82
O 0.31 -0.50 4.75
N -1.14 -2.76 -1.22
C -0.60 -3.84 -1.00
S 0.16 -5.20 -0.96
H 4.06 -1.68 0.58
H 3.85 -0.31 1.72
H 5.38 -1.17 1.61
H 5.66 -0.35 -0.78
H 5.72 0.91 0.44
H 3.30 1.49 -0.03
H 4.34 1.61 -1.46
H 3.04 0.18 -2.60
H 3.40 -1.08 -1.44
H 1.04 0.71 -1.82
H 1.38 0.34 -0.10
H 0.68 -1.44 -2.48
H 1.60 -2.16 -1.18
H -1.04 0.51 -0.65
H -1.16 -0.23 -2.24
H -3.26 -1.02 -1.86
H -3.05 -1.25 -0.08
H -4.42 0.85 -1.04
H -2.81 1.51 -1.33
H -2.38 1.03 1.24
H -3.54 2.29 0.84
H -4.40 -0.57 1.48
H -5.42 0.88 1.19
H -3.66 0.34 3.46
H -4.23 1.82 3.11
H -0.64 -0.56 1.15
H -1.17 -2.20 1.16
H 1.73 -1.26 1.22
H 1.26 -2.96 1.03
H -0.25 -2.46 3.15
H 1.52 -2.62 3.41
H 0.30 0.45 4.93
C -0.62 4.21 -3.71
C -1.57 3.34 -2.86
O -1.07 2.81 -1.83
O -2.74 3.24 -3.28
H 0.38 4.25 -3.28
H -0.55 3.80 -4.72
H -1.01 5.23 -3.78
*
```

natural (NBO) atomic charge list, values in e, 5 entries:
1 C -0.619
2 C -0.390
3 C -0.397
4 C -0.403
5 C -0.430



Record 2
Entry from the Open Molecules 2025 dataset: a molecular structure, C18H36AsCl3MnNOSi3 (ωB97M-V with the def2-TZVPD basis set).

Its HOMO energy (spin up / spin down) is -4.20 / -4.11 eV. Its maximum force is 2.33 eV/A. As for the HOMO-LUMO gap (spin up / spin down): 0.25801 / 0.25462 Ha.

```
! wB97M-V def2-TZVPD RIJCOSX def2/J DEFGRID3
* xyz -1 4
Mn -0.64 -1.24 -0.68
C 3.26 2.59 1.08
Si 2.96 0.88 0.25
C 4.19 0.77 -1.23
C 3.44 -0.44 1.55
As 0.65 0.72 -0.18
Si 0.43 2.10 -2.05
C -1.47 2.26 -2.29
C 1.07 3.88 -1.73
C 1.18 1.59 -3.76
H 4.30 2.76 1.34
H 2.67 2.66 1.99
H 2.94 3.39 0.43
H 5.23 0.79 -0.91
H 4.03 1.59 -1.92
H 4.04 -0.16 -1.78
H 4.46 -0.32 1.91
H 3.34 -1.44 1.14
H 2.77 -0.37 2.40
H -1.90 2.93 -1.55
H -1.93 1.28 -2.14
H -1.77 2.62 -3.28
H 0.78 4.18 -0.73
H 0.67 4.61 -2.43
H 2.15 3.92 -1.79
H 1.12 0.51 -3.88
H 2.22 1.86 -3.83
H 0.66 2.03 -4.60
C -1.69 -2.23 3.73
N -1.35 -0.88 4.11
C -2.24 -0.36 5.11
C -1.13 -0.02 2.95
C -2.20 -0.07 1.88
C -3.44 0.52 2.11
C -4.44 0.48 1.15
C -4.22 -0.18 -0.05
C -2.99 -0.77 -0.27
C -1.95 -0.72 0.66
H -1.63 -2.88 4.61
H -0.96 -2.58 3.01
H -2.69 -2.32 3.29
H -2.21 -1.01 5.98
H -3.29 -0.29 4.79
H -1.90 0.64 5.41
H -0.18 -0.33 2.49
H -1.02 1.01 3.32
H -3.63 1.05 3.04
H -5.40 0.94 1.34
H -5.00 -0.23 -0.80
H -2.84 -1.34 -1.22
Cl 0.60 -4.89 -1.18
Si 0.00 -3.33 0.24
Cl -1.51 -4.56 1.22
Cl 1.57 -3.76 1.63
C 2.20 -2.17 -2.52
O 0.98 -1.91 -3.17
C -0.10 -1.57 -2.46
C -1.22 -1.40 -3.48
H 2.42 -3.24 -2.54
H 2.14 -1.84 -1.47
H 2.98 -1.63 -3.06
H -0.85 -1.60 -4.48
H -1.63 -0.39 -3.46
H -2.03 -2.12 -3.27
*
```

natural (NBO) atomic charge list, values in e, 5 entries:
1 Mn 0.650
2 C -1.098
3 Si 1.377
4 C -1.103
5 C -1.107



Record 3
Entry from the Open Molecules 2025 dataset: 9 unconnected molecules or ions with the total composition C18H36Cl18 (ωB97M-V with the def2-TZVPD basis set).

Its energy above the lowest of the compared OMol25 structures with the same formula, charge and spin is 47.9 kJ/mol. Its HOMO energy is -10.62 eV. Its maximum force is 2.40 eV/A. As for the HOMO-LUMO gap: 0.39873 Ha.

```
! wB97M-V def2-TZVPD RIJCOSX def2/J DEFGRID3
* xyz 0 1
Cl -5.47 -0.91 -3.23
C -4.51 -1.60 -1.91
C -3.31 -0.79 -1.55
Cl -2.29 -0.47 -2.94
H -4.16 -2.57 -2.28
H -5.14 -1.82 -1.06
H -2.71 -1.27 -0.79
H -3.61 0.18 -1.15
Cl 2.11 -2.49 6.53
C 1.23 -2.88 5.05
C 1.73 -2.09 3.90
Cl 1.31 -0.36 4.06
H 0.17 -2.71 5.21
H 1.39 -3.94 4.87
H 1.30 -2.45 2.97
H 2.81 -2.18 3.81
Cl 3.03 2.46 -1.48
C 1.94 3.86 -1.19
C 2.38 5.12 -1.88
Cl 4.00 5.64 -1.35
H 1.88 4.06 -0.12
H 0.94 3.56 -1.51
H 1.70 5.93 -1.61
H 2.39 5.04 -2.96
Cl -3.86 5.60 -3.54
C -3.10 4.03 -3.04
C -1.66 4.08 -3.42
Cl -0.83 2.59 -2.85
H -3.64 3.25 -3.56
H -3.23 3.92 -1.97
H -1.17 4.90 -2.92
H -1.54 4.10 -4.50
Cl 4.30 1.10 1.54
C 5.47 0.47 0.36
C 5.50 -0.96 0.41
Cl 4.00 -1.61 -0.24
H 6.43 0.91 0.61
H 5.18 0.82 -0.63
H 5.56 -1.26 1.45
H 6.33 -1.34 -0.17
Cl -3.62 -0.81 5.11
C -2.97 0.42 3.99
C -2.33 1.55 4.73
Cl -3.52 2.59 5.57
H -3.82 0.78 3.41
H -2.28 -0.07 3.32
H -1.78 2.17 4.02
H -1.61 1.18 5.46
Cl -0.56 1.08 0.99
C 0.93 0.31 0.45
C 0.74 -0.49 -0.78
Cl -0.04 -2.06 -0.48
H 1.38 -0.29 1.24
H 1.66 1.09 0.24
H 1.69 -0.64 -1.25
H 0.09 0.06 -1.46
Cl -3.63 -4.50 4.00
C -3.01 -3.29 2.88
C -2.52 -3.93 1.61
Cl -0.96 -4.76 1.82
H -2.19 -2.73 3.33
H -3.84 -2.63 2.65
H -2.40 -3.24 0.77
H -3.25 -4.68 1.29
Cl 1.41 -0.02 -4.25
C 2.39 -1.33 -4.88
C 1.58 -2.55 -5.09
Cl 0.22 -2.35 -6.22
H 3.13 -1.62 -4.12
H 2.89 -0.97 -5.76
H 1.12 -2.83 -4.14
H 2.22 -3.37 -5.40
*
```

Mulliken atomic charge list, values in e, 5 entries:
1 Cl -0.199
2 C -0.529
3 C 0.293
4 Cl -0.121
5 H 0.302



Record 4
Entry from the Open Molecules 2025 dataset: 2 unconnected molecules or ions with the total composition C18H36ClIO5PS2 (ωB97M-V with the def2-TZVPD basis set).

Its energy above the lowest of the compared OMol25 structures with the same formula, charge and spin is 387.8 kJ/mol. Its HOMO energy is -11.24 eV. Its maximum force is 5.86 eV/A. As for the HOMO-LUMO gap: 0.25017 Ha.

```
! wB97M-V def2-TZVPD RIJCOSX def2/J DEFGRID3
* xyz 1 1
C -5.15 7.22 -0.52
C -4.51 6.13 0.48
C -5.25 4.69 0.47
C -4.35 3.48 -0.06
C -3.30 2.89 1.00
C -2.29 1.92 0.17
C -2.01 0.51 0.89
C -0.48 0.31 1.40
C 0.20 -1.05 0.89
C 1.83 -0.99 0.88
C 2.50 -2.29 1.60
C 3.86 -2.72 0.85
C 4.51 -4.08 1.39
C 5.72 -3.89 2.43
P 7.39 -3.48 1.64
S 7.40 -1.57 0.65
Cl 8.76 -3.30 3.26
C 8.09 -4.84 0.54
C 8.57 -4.33 -0.92
O 9.81 -4.25 -1.16
I 7.19 -3.80 -2.53
H -6.27 7.09 -0.71
H -4.98 8.26 -0.06
H -4.56 7.14 -1.51
H -4.56 6.57 1.55
H -3.42 5.94 0.15
H -6.13 4.80 -0.27
H -5.73 4.53 1.50
H -5.05 2.62 -0.36
H -3.78 3.86 -0.98
H -3.81 2.30 1.84
H -2.68 3.72 1.50
H -2.76 1.72 -0.86
H -1.32 2.50 -0.01
H -2.25 -0.40 0.22
H -2.70 0.43 1.81
H 0.15 1.19 1.03
H -0.53 0.25 2.54
H -0.11 -1.25 -0.21
H -0.15 -1.96 1.49
H 2.21 -0.98 -0.22
H 2.22 0.00 1.33
H 2.77 -1.94 2.67
H 1.73 -3.14 1.64
H 3.57 -2.89 -0.26
H 4.60 -1.86 0.98
H 3.72 -4.74 1.93
H 4.86 -4.71 0.49
H 5.49 -3.03 3.17
H 5.87 -4.82 3.08
H 8.48 -1.54 -0.22
H 9.05 -5.27 1.04
H 7.35 -5.70 0.41
C -4.35 0.08 -4.44
C -5.11 -1.19 -4.11
O -4.58 -1.63 -2.86
S -4.14 -0.33 -1.99
O -5.20 -0.03 -1.07
O -2.78 -0.50 -1.58
O -4.18 0.75 -3.19
H -3.36 -0.14 -4.84
H -4.89 0.71 -5.15
H -4.99 -1.96 -4.87
H -6.18 -0.99 -3.97
*
```

natural (NBO) atomic charge list, values in e, 5 entries:
1 C -0.625
2 C -0.409
3 C -0.410
4 C -0.407
5 C -0.407



Record 5
Entry from the Open Molecules 2025 dataset: a molecular structure, C18H36F6KO6PS2 (ωB97M-V with the def2-TZVPD basis set).

Its energy above the lowest of the compared OMol25 structures with the same formula, charge and spin is 0.0 kJ/mol. Its HOMO energy is -8.16 eV. Its maximum force is 2.59 eV/A. As for the HOMO-LUMO gap: 0.26507 Ha.

```
! wB97M-V def2-TZVPD RIJCOSX def2/J DEFGRID3
* xyz 0 1
K -12.13 -2.71 -15.37
C -11.45 -5.17 -18.79
C -13.00 -4.95 -18.67
C -13.35 -3.49 -18.87
C -13.14 -2.86 -20.25
P -14.03 -1.38 -20.62
C -13.70 -0.10 -19.38
C -12.24 0.15 -19.02
C -12.12 1.34 -18.03
C -12.49 0.93 -16.60
C -13.53 -0.75 -22.27
C -13.05 -1.81 -23.27
C -12.82 -1.15 -24.63
C -12.69 -2.12 -25.78
C -15.79 -1.74 -20.70
C -16.74 -0.62 -20.28
C -18.22 -1.08 -20.28
C -19.17 -0.14 -19.59
H -11.17 -5.93 -19.51
H -10.94 -5.41 -17.86
H -11.01 -4.23 -19.14
H -13.27 -5.22 -17.65
H -13.43 -5.66 -19.38
H -12.97 -2.85 -18.07
H -14.41 -3.37 -18.56
H -13.43 -3.63 -20.98
H -12.07 -2.69 -20.43
H -14.28 -0.40 -18.51
H -14.19 0.82 -19.70
H -11.65 0.34 -19.91
H -11.79 -0.71 -18.52
H -12.81 2.14 -18.30
H -11.11 1.72 -18.13
H -11.95 0.01 -16.33
H -13.54 0.63 -16.56
H -12.19 1.70 -15.89
H -12.73 -0.03 -22.09
H -14.38 -0.19 -22.67
H -13.83 -2.57 -23.39
H -12.18 -2.36 -22.92
H -11.91 -0.52 -24.60
H -13.56 -0.37 -24.85
H -12.17 -3.04 -25.49
H -12.16 -1.73 -26.65
H -13.69 -2.37 -26.16
H -16.00 -2.59 -20.04
H -16.07 -2.09 -21.69
H -16.64 0.33 -20.81
H -16.60 -0.29 -19.25
H -18.22 -2.09 -19.84
H -18.55 -1.28 -21.31
H -20.14 -0.62 -19.49
H -19.26 0.82 -20.09
H -18.87 0.08 -18.56
C -9.52 -1.22 -19.44
F -10.39 -2.07 -19.99
F -8.45 -1.14 -20.21
F -10.07 0.00 -19.46
S -8.99 -1.64 -17.64
O -8.91 -0.32 -17.02
O -10.08 -2.49 -17.16
O -7.71 -2.30 -17.82
C -8.76 -2.36 -11.42
F -7.64 -1.70 -11.29
F -8.50 -3.67 -11.33
F -9.57 -2.09 -10.40
S -9.57 -1.88 -13.05
O -9.35 -0.45 -13.07
O -8.82 -2.62 -14.05
O -10.99 -2.22 -12.94
*
```

natural (NBO) atomic charge list, values in e, 5 entries:
1 K 0.970
2 C -0.623
3 C -0.410
4 C -0.375
5 C -0.816



Record 6
Entry from the Open Molecules 2025 dataset: 3 unconnected molecules or ions with the total composition C18H36FN3O6 (ωB97M-V with the def2-TZVPD basis set).

Its HOMO energy is -9.25 eV. Its maximum force is 12.57 eV/A. As for the HOMO-LUMO gap: 0.34237 Ha.

```
! wB97M-V def2-TZVPD RIJCOSX def2/J DEFGRID3
* xyz 0 1
C 0.37 0.19 -2.74
C -0.89 -0.86 -3.05
C -1.15 -1.83 -1.75
F -2.63 -2.08 -1.57
C -0.24 -3.19 -1.70
N -0.68 -3.95 -0.43
C 1.38 -2.82 -1.51
N 2.64 -2.43 -1.49
C -0.34 -4.15 -3.03
C -1.86 -4.43 -3.55
N -3.14 -4.33 -3.85
O 0.59 -3.62 -4.04
C 0.90 -4.60 -5.09
C 2.16 -5.60 -4.76
C 3.50 -4.84 -4.17
O 1.78 -6.79 -3.93
H 1.41 -0.34 -2.89
H 0.30 0.49 -1.59
H 0.26 1.19 -3.36
H -0.80 -1.41 -4.07
H -1.85 -0.15 -3.13
H -0.84 -1.19 -0.79
H -0.12 -4.83 -0.41
H -0.45 -3.32 0.40
H 0.11 -5.21 -2.70
H 0.01 -5.27 -5.44
H 1.22 -3.97 -6.05
H 2.49 -6.06 -5.81
H 3.60 -3.72 -4.52
H 3.52 -4.84 -3.00
H 4.43 -5.46 -4.55
H 0.78 -6.86 -3.99
C 1.24 4.76 -1.41
O 0.31 3.76 -1.02
C 0.53 3.31 0.32
C -0.46 3.95 1.30
O -0.23 5.36 1.41
C -1.16 6.12 0.64
H 0.87 5.24 -2.32
H 1.37 5.53 -0.64
H 2.21 4.29 -1.63
H 1.57 3.49 0.62
H 0.37 2.22 0.32
H -0.29 3.53 2.29
H -1.49 3.75 1.01
H -2.12 6.14 1.15
H -1.29 5.71 -0.37
H -0.78 7.14 0.55
C -2.23 0.94 7.21
O -0.89 1.39 7.36
C -0.06 1.01 6.26
C 0.15 2.17 5.29
O -1.07 2.54 4.64
C -1.66 3.70 5.23
H -2.85 1.48 7.93
H -2.62 1.14 6.20
H -2.29 -0.13 7.42
H -0.48 0.13 5.74
H 0.91 0.71 6.67
H 0.85 1.85 4.50
H 0.60 3.03 5.80
H -1.11 4.59 4.91
H -1.67 3.64 6.32
H -2.69 3.77 4.88
*
```

natural (NBO) atomic charge list, values in e, 5 entries:
1 C -0.633
2 C -0.465
3 C 0.210
4 F -0.374
5 C 0.039



Record 7
Entry from the Open Molecules 2025 dataset: 5 unconnected molecules or ions with the total composition C18H36FO9P (ωB97M-V with the def2-TZVPD basis set).

Its energy above the lowest of the compared OMol25 structures with the same formula, charge and spin is 0.0 kJ/mol. Its HOMO energy is -9.35 eV. Its maximum force is 1.66 eV/A. As for the HOMO-LUMO gap: 0.36794 Ha.

```
! wB97M-V def2-TZVPD RIJCOSX def2/J DEFGRID3
* xyz 0 1
O -1.40 -5.77 5.30
C -0.82 -6.35 4.45
F 0.15 -7.25 4.72
O -1.06 -6.29 3.13
C 0.07 -6.09 2.28
P 0.71 -4.39 2.39
O 0.83 -3.89 3.76
O 2.16 -4.38 1.71
O -0.28 -3.58 1.47
H 0.85 -6.85 2.40
H -0.30 -6.22 1.26
H 2.80 -4.21 2.41
H -0.04 -2.64 1.49
C -0.45 1.65 -0.15
C 0.63 2.08 0.84
C 1.04 0.74 1.44
O 0.84 -0.24 0.42
C 0.10 0.33 -0.67
H -0.62 2.38 -0.95
H -1.39 1.50 0.37
H 1.48 2.52 0.30
H 0.28 2.79 1.58
H 0.40 0.48 2.30
H 2.08 0.72 1.77
H 0.78 0.48 -1.51
H -0.68 -0.37 -0.97
C -3.23 5.96 0.58
C -2.15 6.40 1.57
C -1.74 5.08 2.20
O -1.92 4.08 1.19
C -2.67 4.63 0.09
H -3.40 6.66 -0.23
H -4.17 5.80 1.11
H -1.31 6.84 1.03
H -2.50 7.13 2.30
H -2.37 4.83 3.05
H -0.70 5.07 2.52
H -1.99 4.78 -0.75
H -3.44 3.93 -0.20
C -2.76 6.77 -4.70
C -1.23 6.72 -4.74
C -0.88 6.84 -3.26
O -1.96 6.23 -2.54
C -3.06 6.00 -3.42
H -3.24 6.34 -5.57
H -3.09 7.81 -4.60
H -0.90 5.76 -5.13
H -0.78 7.51 -5.34
H -0.81 7.89 -2.95
H 0.05 6.34 -3.00
H -3.13 4.93 -3.61
H -3.98 6.32 -2.93
C 3.85 -8.21 -1.37
C 4.85 -8.03 -0.23
C 4.01 -7.29 0.80
O 2.66 -7.72 0.62
C 2.55 -8.46 -0.61
H 4.10 -9.02 -2.05
H 3.78 -7.29 -1.95
H 5.16 -9.00 0.16
H 5.75 -7.47 -0.52
H 4.03 -6.20 0.63
H 4.32 -7.49 1.82
H 2.42 -9.52 -0.37
H 1.67 -8.11 -1.16
*
```

natural (NBO) atomic charge list, values in e, 5 entries:
1 O -0.519
2 C 1.063
3 F -0.338
4 O -0.508
5 C -0.479



maximum force of number 4 (C18H36ClIO5PS2)?
5.86 eV/A



Which value of maximum force does entry 5 give?
2.59 eV/A



Which formula does entry 4 have?
C18H36ClIO5PS2